Entry 1:
{"formula": "C17H31N4O7S2Y", "method": "the ωB97M-V functional and the def2-TZVPD basis", "charge": 0, "largest_force_ev_per_a": 1.1, "lumo_energy_ev": 0.54, "homo_lumo_gap_ev": 7.87, "symbols": ["Y", "O", "C", "C", "N", "C", "C", "O", "O", "C", "C", "O", "O", "H", "H", "H", "H", "H", "H", "H", "H", "H", "N", "C", "O", "C", "C", "H", "H", "H", "H", "H", "H", "C", "N", "C", "C", "N", "C", "S", "H", "H", "H", "H", "H", "H", "H", "H", "O", "S", "C", "C", "C", "C", "H", "H", "H", "H", "H", "H", "H", "H"], "xyz": [[-0.007095, -0.721471, 0.552865], [1.933383, -2.293519, 1.053833], [2.834121, -1.978822, 2.119521], [3.092253, -0.500904, 2.049390], [1.840328, 0.258030, 2.136136], [1.276604, 0.283455, 3.500710], [-0.180827, -0.180699, 3.567166], [-0.888824, 0.259776, 4.463429], [-0.517447, -1.029344, 2.650383], [2.010081, 1.598817, 1.550662], [2.088288, 1.549981, 0.021379], [2.709912, 2.405974, -0.576900], [1.426462, 0.558249, -0.521241], [1.674443, -3.217592, 1.087873], [3.771409, -2.512304, 1.985832], [2.403373, -2.259961, 3.080307], [3.576880, -0.277676, 1.099252], [3.779656, -0.217718, 2.854265], [1.355485, 1.271321, 3.947004], [1.832843, -0.401951, 4.140686], [2.885187, 2.120541, 1.936159], [1.125836, 2.182660, 1.787159], [-2.938778, -4.038012, 0.011927], [-2.042258, -3.049137, -0.175146], [-1.022222, -2.982550, 0.535287], [-2.333210, -2.048522, -1.262139], [-1.908648, -0.631976, -0.837314], [-2.787563, -4.705289, 0.748749], [-3.781946, -4.075901, -0.525898], [-3.382324, -2.131012, -1.565590], [-1.726079, -2.375303, -2.110480], [-2.747655, -0.192801, -0.281839], [-1.805458, -0.020042, -1.740242], [0.591909, -3.272625, -5.020695], [1.022973, -1.986109, -4.527121], [0.968742, -0.806989, -5.390041], [1.376331, 0.325122, -4.439758], [1.248131, -0.315633, -3.134000], [1.102655, -1.644139, -3.214027], [1.058683, -2.702816, -1.896598], [1.216058, -3.579534, -5.861411], [-0.450389, -3.236544, -5.354912], [0.682443, -4.002917, -4.222352], [-0.040932, -0.669349, -5.788224], [1.651543, -0.909840, -6.230959], [0.718210, 1.185078, -4.523299], [2.399078, 0.658839, -4.617123], [1.536252, 0.120653, -2.259937], [-0.996461, 1.431384, 1.262333], [-2.365009, 2.022860, 1.541947], [-2.312136, 3.642873, 0.717028], [-2.269214, 4.731657, 1.793706], [-1.584082, 4.102280, 3.004321], [-2.269814, 2.755929, 3.181270], [-3.152484, 3.716983, 0.027177], [-1.383792, 3.578328, 0.146163], [-3.282176, 5.032562, 2.065521], [-1.748379, 5.615910, 1.430495], [-1.668404, 4.717403, 3.898790], [-0.521279, 3.952082, 2.802836], [-3.308147, 2.865757, 3.512134], [-1.766520, 2.024500, 3.813553]], "forces_ev_per_a": [[0.3, -0.8, 0.2], [0.0, 0.2, 0.2], [-0.2, -0.1, -0.1], [-0.2, 0.2, 0.0], [0.0, 0.4, 0.1], [0.2, 0.0, -0.3], [-0.2, -0.3, -0.4], [0.0, -0.2, 0.0], [0.0, 0.3, 1.0], [0.0, -0.3, 0.1], [-0.1, -0.4, -0.2], [-0.1, 0.0, -0.1], [0.7, 0.9, 0.1], [-0.1, -0.2, 0.0], [0.2, -0.1, 0.0], [-0.1, -0.1, 0.1], [0.0, 0.0, -0.1], [0.1, 0.1, 0.0], [0.0, 0.1, 0.1], [0.1, 0.0, 0.1], [0.2, 0.1, 0.1], [-0.1, 0.1, 0.1], [0.3, 0.0, 0.1], [0.1, 0.0, 0.2], [-0.3, 0.2, -0.3], [0.0, 0.2, 0.1], [-0.7, -0.3, -0.6], [0.0, 0.0, 0.0], [-0.1, 0.0, -0.1], [-0.1, -0.1, 0.0], [0.0, -0.1, 0.0], [0.0, 0.1, 0.1], [0.0, 0.1, 0.0], [0.0, 0.1, 0.0], [-0.1, -0.2, 0.0], [0.0, -0.1, 0.2], [0.0, -0.2, 0.2], [0.1, 0.0, -0.3], [0.2, 0.1, -0.2], [-0.1, 0.3, -0.3], [0.0, 0.0, 0.0], [0.0, 0.0, 0.0], [0.0, 0.0, 0.0], [-0.1, 0.0, 0.0], [0.0, 0.0, -0.1], [0.0, 0.1, 0.0], [0.1, 0.0, 0.0], [-0.2, 0.1, 0.2], [0.1, 0.1, 0.0], [0.1, -0.5, -0.2], [0.0, 0.1, 0.0], [0.1, -0.1, 0.0], [0.0, 0.0, 0.0], [0.0, 0.1, 0.0], [0.0, 0.0, 0.0], [0.0, 0.1, 0.0], [0.0, 0.0, 0.0], [0.0, 0.0, 0.0], [0.0, 0.0, 0.0], [0.0, 0.0, 0.0], [0.1, 0.0, 0.0], [0.0, 0.0, 0.1]], "nbo_charge": [2.00, -0.73, -0.07, -0.23, -0.49, -0.34, 0.80, -0.68, -0.85, -0.34, 0.79, -0.64, -0.90, 0.51, 0.18, 0.18, 0.22, 0.19, 0.21, 0.21, 0.20, 0.25, -0.79, 0.72, -0.70, -0.50, -1.06, 0.40, 0.40, 0.18, 0.25, 0.19, 0.21, -0.41, -0.42, -0.21, -0.22, -0.59, 0.34, -0.27, 0.20, 0.19, 0.25, 0.19, 0.20, 0.21, 0.20, 0.47, -1.02, 1.28, -0.60, -0.41, -0.41, -0.62, 0.24, 0.26, 0.20, 0.23, 0.23, 0.21, 0.22, 0.31]}

Entry 2:
{"formula": "C51H51N7O3P2Ru", "method": "the ωB97M-V functional and the def2-TZVPD basis", "multiplicity": 6, "charge": 1, "largest_force_ev_per_a": 4.2, "lumo_energy_ev": [-1.42, -2.82], "s2": 8.80, "homo_lumo_gap_ev": [7.50, 7.00], "symbols": ["Ru", "C", "N", "C", "P", "C", "C", "C", "C", "C", "C", "C", "C", "C", "C", "C", "C", "C", "C", "C", "C", "C", "C", "P", "C", "C", "C", "C", "C", "C", "C", "C", "C", "C", "C", "C", "H", "H", "H", "H", "H", "H", "H", "H", "H", "H", "H", "H", "H", "H", "H", "H", "H", "H", "H", "H", "H", "H", "H", "H", "H", "H", "H", "H", "H", "N", "C", "N", "O", "H", "H", "H", "H", "C", "C", "C", "C", "N", "N", "C", "H", "H", "H", "H", "H", "H", "H", "H", "C", "N", "C", "C", "C", "O", "N", "C", "O", "H", "H", "H", "H", "H", "C", "C", "C", "C", "C", "C", "C", "C", "H", "H", "H", "H", "H"], "xyz": [[0.246141, -0.527017, 0.191573], [-2.061320, 2.573937, 0.433949], [-1.746432, 2.742853, 1.902466], [-0.794444, 1.858402, 2.523113], [0.829424, 1.387643, 1.600878], [1.975751, 1.144139, 2.947781], [2.342340, 2.155526, 3.867331], [3.262465, 1.951215, 4.852296], [3.884975, 0.717449, 4.993743], [3.677285, -0.263606, 4.052600], [2.675894, -0.067210, 3.051010], [1.358192, 3.036487, 0.981078], [2.195360, 3.092120, -0.161682], [2.543894, 4.305390, -0.696305], [2.080155, 5.491489, -0.097520], [1.358990, 5.440645, 1.075076], [0.984075, 4.248128, 1.560435], [-2.230242, 3.985297, 2.449857], [-2.456753, 4.057230, 3.826377], [-3.177834, 5.140545, 4.317545], [-3.480194, 6.233786, 3.529365], [-3.135454, 6.217109, 2.185318], [-2.462983, 5.100196, 1.670382], [-1.906186, 0.883688, -0.349133], [-1.600622, 1.261773, -2.099740], [-2.492516, 1.328820, -3.031343], [-2.033825, 1.260110, -4.414624], [-0.818580, 2.108831, -4.647931], [0.153179, 1.956719, -3.748588], [-0.170510, 1.004268, -2.554754], [-3.485291, 0.074168, -0.034124], [-3.666930, -1.204943, -0.620773], [-4.855220, -1.867772, -0.501472], [-5.757557, -1.405428, 0.446441], [-5.534016, -0.208486, 1.162900], [-4.439993, 0.570174, 0.850706], [-1.374599, 3.180577, -0.285023], [-3.084119, 2.993274, 0.327403], [-1.148191, 0.768399, 2.765911], [-0.534580, 2.314925, 3.475601], [1.750077, 3.087707, 3.831328], [3.447361, 2.701763, 5.689039], [4.606871, 0.586593, 5.833451], [3.981469, -1.322099, 4.189897], [2.515968, -0.796959, 2.232743], [2.453806, 2.122647, -0.573325], [3.214655, 4.399434, -1.549519], [2.303341, 6.455578, -0.616254], [0.892885, 6.312409, 1.555234], [0.436210, 4.189632, 2.552489], [-2.308023, 3.245393, 4.584011], [-3.387024, 5.207114, 5.393039], [-3.978514, 7.102383, 4.001066], [-3.373153, 7.028001, 1.559418], [-2.273885, 5.035730, 0.628467], [-3.580778, 1.350572, -2.775812], [-2.849456, 1.463102, -5.112038], [-0.709353, 2.755267, -5.505281], [1.068338, 2.538940, -3.842588], [0.514013, 1.171551, -1.648259], [-2.913528, -1.768069, -1.176934], [-5.027881, -2.807395, -1.028922], [-6.600891, -1.955622, 0.613809], [-6.338931, 0.096080, 1.894699], [-4.412133, 1.571154, 1.316304], [5.692573, -0.453622, -0.415869], [4.687134, -1.264925, -0.003829], [4.918917, -1.997159, 1.134580], [3.615049, -1.273504, -0.615917], [6.467826, -0.300370, 0.191873], [5.535652, 0.262461, -1.093368], [5.869047, -2.234826, 1.291408], [4.171820, -2.663728, 1.480848], [2.753394, -5.499124, -1.264741], [1.648757, -4.651320, -1.758129], [0.535046, -4.976397, -2.529425], [-0.154784, -3.759356, -2.741776], [0.563245, -2.741860, -2.249690], [1.629711, -3.352896, -1.574944], [-1.385740, -3.584641, -3.520311], [2.764512, -5.617262, -0.168655], [3.707072, -5.096920, -1.704842], [2.618970, -6.510087, -1.646713], [0.226312, -5.983665, -2.750594], [2.347414, -2.732826, -1.111313], [-2.025338, -2.791014, -3.147519], [-1.992484, -4.464292, -3.491033], [-1.136009, -3.398280, -4.510276], [1.710534, -5.700544, 3.745558], [0.989827, -4.582285, 3.183989], [-0.212848, -4.282376, 3.745902], [-0.966426, -3.259753, 3.254034], [-0.368473, -2.474170, 2.186095], [-0.974654, -1.512109, 1.615546], [0.894525, -2.687596, 1.761676], [1.606208, -3.701445, 2.229816], [2.823961, -3.921935, 1.970877], [2.592603, -5.357561, 4.223902], [2.018948, -6.366409, 2.941986], [1.097180, -6.240617, 4.447117], [-0.628993, -5.016012, 4.554459], [-1.901227, -3.041211, 3.691239], [0.341580, -1.334328, -1.944169], [-0.009243, -0.467898, -2.921637], [-0.325667, -0.715769, -4.401003], [0.589658, -1.238467, -5.212999], [0.418994, -1.428259, -6.620458], [-0.739685, -0.877638, -7.116516], [-1.670369, -0.257834, -6.337281], [-1.655305, -0.225273, -4.862718], [1.487105, -1.540196, -4.746430], [1.040799, -1.990720, -7.282332], [-0.920586, -0.786966, -8.264736], [-2.448020, 0.208152, -6.941528], [-2.399658, -0.926899, -4.544319]], "forces_ev_per_a": [[-0.1, -0.4, -0.9], [0.8, 1.0, 0.0], [-0.5, -0.1, -2.6], [0.0, -1.6, 0.5], [-0.5, 1.7, 0.2], [1.8, -0.6, 1.2], [-1.8, 0.7, -0.6], [0.3, 0.9, 2.0], [1.3, -0.2, 0.4], [-1.9, -1.4, -0.5], [0.6, 0.3, -0.6], [0.6, 0.1, -1.1], [-1.2, -0.9, 1.0], [0.3, 1.2, 0.0], [0.8, 0.6, -1.2], [-0.7, 2.1, -0.6], [-1.1, -2.8, 3.0], [1.4, -1.9, 0.9], [-1.2, -0.4, 1.2], [1.0, 0.3, 0.9], [-0.5, 0.8, 0.0], [0.6, -1.3, 1.0], [-1.1, 0.3, 0.1], [0.4, 0.5, 1.0], [1.1, -0.9, 1.9], [-2.9, 0.1, 0.1], [-0.4, -0.8, -2.1], [0.5, -0.2, 0.7], [-0.5, -0.1, 0.4], [1.3, 1.1, 0.9], [0.3, -0.8, -0.6], [0.5, 0.5, -0.3], [-0.4, -0.3, 0.9], [1.7, 1.9, 0.0], [-1.8, -1.1, -0.1], [-0.1, 0.8, 0.3], [-0.8, -0.6, 1.3], [0.6, -0.4, -0.4], [-0.1, 1.9, -0.4], [0.3, -0.1, 0.1], [0.7, -0.4, 0.1], [-0.3, -0.8, -1.5], [-0.7, -0.1, -0.8], [0.5, 1.0, -0.2], [0.1, 0.1, 0.9], [0.4, 0.2, -0.4], [-0.3, -0.2, 0.1], [-0.2, -0.9, 0.7], [0.7, -0.1, -0.3], [0.4, 0.3, -1.5], [0.2, 0.5, -1.3], [0.0, -0.2, -0.5], [0.3, -0.6, -0.5], [-0.2, 0.9, -0.7], [0.3, 0.2, -0.7], [0.9, 0.0, -0.4], [0.1, 0.5, 0.2], [-0.1, 0.0, -0.1], [0.0, -0.4, 0.3], [-0.6, 0.1, -1.3], [0.3, 0.9, 0.0], [0.0, 0.3, 0.2], [-2.2, -1.3, 0.6], [1.3, -0.1, -0.9], [0.5, -0.6, -0.3], [0.7, -0.2, 0.3], [-0.9, -0.1, 0.3], [-1.3, -0.4, -0.4], [-0.4, -0.3, 0.0], [0.3, 0.1, 0.3], [-0.4, 0.0, -0.3], [0.6, -0.3, 0.4], [0.9, 0.8, -0.8], [0.8, -0.3, -0.2], [-0.6, -0.4, -0.5], [-0.3, 0.8, 0.7], [0.5, -0.9, -0.5], [1.1, -1.1, 1.6], [0.4, 2.8, 0.1], [-0.8, 0.1, 1.5], [0.3, 0.6, -0.4], [-0.7, -0.5, 0.9], [0.0, 0.0, -0.2], [-0.1, 0.1, -0.3], [-0.7, -0.4, -0.4], [0.1, 0.4, 0.1], [-0.2, -0.8, 0.1], [0.3, 0.5, -2.0], [0.4, -0.3, -1.0], [-0.6, 0.6, 0.3], [-1.2, -0.8, 0.1], [1.5, -0.1, -0.4], [0.3, -0.4, 0.5], [-0.7, 0.1, 0.2], [-0.8, 0.1, -0.2], [2.0, -1.3, 1.2], [-1.8, 0.2, 0.1], [0.9, 0.3, 0.5], [0.0, -0.1, 0.0], [-0.3, -0.1, 0.1], [1.0, 1.6, -1.6], [-0.9, 0.4, 0.1], [0.0, 0.8, 0.2], [-0.2, -0.7, -1.0], [-0.1, 0.6, 2.4], [0.6, -0.9, -1.0], [-0.3, -0.1, 1.0], [-1.2, 1.1, -2.8], [-0.2, -0.1, -1.7], [0.6, 0.8, -0.7], [1.1, -0.4, 0.3], [0.7, -0.1, 0.1], [0.4, -0.5, 2.2], [-0.3, 0.1, 0.7], [-0.9, -0.3, 0.7]], "mulliken_spin": [3.07, 0.05, 0.00, 0.02, 0.27, -0.05, 0.00, 0.00, 0.00, 0.00, 0.04, -0.05, 0.00, 0.01, 0.00, 0.00, 0.00, 0.00, 0.00, 0.00, 0.00, 0.00, 0.00, 0.08, -0.01, 0.03, 0.03, -0.01, 0.06, 0.18, -0.01, 0.03, -0.01, 0.02, -0.01, 0.01, 0.01, 0.01, 0.01, 0.00, 0.00, 0.00, 0.00, 0.00, 0.03, 0.02, 0.00, 0.00, 0.00, 0.00, 0.00, 0.00, 0.00, 0.00, 0.00, 0.00, -0.02, 0.01, 0.00, 0.02, 0.01, 0.00, 0.00, 0.00, 0.00, 0.00, 0.01, 0.00, 0.05, 0.00, 0.00, 0.00, 0.00, 0.00, 0.00, 0.01, -0.01, 0.09, 0.02, -0.01, 0.00, 0.00, 0.00, 0.00, 0.01, 0.01, 0.00, 0.01, 0.00, 0.01, 0.00, 0.01, 0.04, 0.14, -0.02, 0.05, 0.00, 0.00, 0.00, 0.00, 0.00, 0.00, 0.00, -0.18, 0.26, -0.09, 0.43, -0.13, 0.38, -0.01, -0.01, 0.01, 0.00, 0.00, 0.06]}

Entry 3:
{"formula": "C5H15N2", "method": "the ωB97M-V functional and the def2-TZVPD basis", "smiles": "NCCCCC[NH3+]", "charge": 1, "e_above_lowest_ev": 1.918, "largest_force_ev_per_a": 3.6, "lumo_energy_ev": -3.80, "homo_lumo_gap_ev": 8.52, "symbols": ["C", "C", "C", "C", "C", "N", "N", "H", "H", "H", "H", "H", "H", "H", "H", "H", "H", "H", "H", "H", "H", "H"], "xyz": [[0.096830, 1.459944, 1.176591], [-0.144074, 1.282941, -0.338747], [-1.138896, 0.154555, -0.863273], [-1.290383, -1.179098, -0.028956], [-0.420211, -2.219311, -0.706803], [0.931776, -1.924921, -1.138912], [1.607316, 1.609862, 1.395878], [-0.288050, 0.624343, 1.739802], [-0.435483, 2.355301, 1.503999], [0.779567, 1.200618, -0.916494], [-0.492438, 2.249668, -0.703441], [-2.049190, 0.738470, -1.046519], [-0.909751, -0.060472, -1.916985], [-2.362855, -1.246680, 0.056252], [-0.980309, -0.907439, 0.970219], [-0.362207, -3.116196, -0.061782], [-0.978512, -2.628059, -1.559997], [1.578998, -2.192420, -0.417726], [1.068629, -1.098038, -1.685239], [2.032039, 2.472715, 1.066070], [2.097879, 0.783660, 1.059624], [1.659319, 1.640565, 2.416441]], "forces_ev_per_a": [[-0.2, 0.3, -2.1], [-0.3, -0.2, -0.9], [0.0, 1.3, 0.1], [0.8, 3.3, -1.0], [-1.1, -2.3, -0.1], [-0.8, -0.4, 0.9], [-1.4, -0.2, 1.8], [0.5, -0.3, 0.4], [0.6, 0.0, 0.3], [0.4, -0.3, 0.5], [-0.4, -0.1, 0.0], [-0.4, -0.6, 0.7], [0.5, -0.1, 0.3], [-0.3, -1.3, -0.2], [0.3, -0.5, 0.5], [0.1, 0.4, -0.1], [0.0, 0.4, -0.1], [0.6, 0.6, -0.3], [0.4, 0.2, 0.1], [-0.2, 0.0, -0.5], [0.1, 0.0, -0.2], [0.7, -0.1, 0.1]], "nbo_charge": [-0.23, -0.44, -0.40, -0.42, -0.24, -0.85, -0.67, 0.23, 0.24, 0.21, 0.23, 0.22, 0.22, 0.24, 0.17, 0.21, 0.20, 0.37, 0.37, 0.45, 0.45, 0.44]}